A cluster of 2 separate species, C13H29ClN3OP in total in a non-equilibrium geometry, computed with the ωB97M-V functional and the def2-TZVPD basis.

Structure (XYZ):
```
48
Properties=species:S:1:pos:R:3:lowdin_charge:R:1
Cl -2.1080 2.6299 -0.9442 0.7756
P -2.8559 -0.3624 0.9068 0.9951
O -0.0651 7.0146 -1.4936 -0.3915
N 0.3936 1.8767 -0.0728 -0.0660
N 2.3519 0.8546 0.8871 0.0623
N 0.9414 2.7215 -1.0203 0.1594
C 2.9453 0.1341 -0.2633 -0.1807
C -1.2040 0.3446 0.4843 -0.4552
C 0.9818 1.0786 0.7481 -0.2513
C 2.6946 -3.7203 0.2675 -0.0877
C -1.3054 -2.6500 1.6862 -0.1541
C -1.0827 1.8270 0.1990 -0.6586
C 3.3477 -2.3254 0.2138 -0.2442
C -2.4418 -1.6866 2.1284 -0.3964
C 2.3953 -1.2846 -0.3788 -0.2011
C -0.0546 0.3313 1.5403 -0.0761
C -3.2132 -1.3883 -0.5839 -0.4236
C -0.4135 5.7618 -1.7350 -0.5634
C -3.4885 -0.5438 -1.8255 -0.1654
H 3.1939 -4.3982 -0.4140 0.0700
H 2.8077 1.7548 1.0319 0.1393
H -0.7241 -0.1488 -0.3660 0.1197
H -1.6635 -3.6552 1.5135 0.0724
H -1.1662 2.4093 1.1096 0.1186
H -0.7806 -2.2934 0.8098 0.0280
H -0.3324 1.0068 2.3531 0.1405
H -1.4373 5.4442 -1.3707 0.0028
H 1.9408 2.8080 -0.8659 0.1129
H 1.6692 -3.6446 -0.0767 0.0577
H -4.0580 -2.0297 -0.3824 0.0787
H 0.2662 -0.6288 1.9028 0.1018
H 2.7969 0.6412 -1.2137 0.1021
H -2.1769 -1.2078 3.0587 0.0614
H 1.4404 -1.4008 0.1291 0.0818
H 4.2380 -2.3351 -0.4044 0.1068
H -3.3399 -2.2730 2.2517 0.0664
H 4.0138 0.0715 -0.1104 0.1214
H -0.5656 -2.7093 2.4779 0.0661
H 2.2170 -1.5444 -1.4161 0.1200
H -4.4665 -0.0925 -1.7399 0.0720
H -2.7331 0.2109 -1.9938 0.0152
H 2.6764 -4.1258 1.2684 0.0683
H 0.7809 2.3138 -1.9379 0.1284
H -3.4888 -1.1868 -2.6972 0.0707
H 0.2480 4.9708 -1.2724 -0.0025
H -2.3344 -1.9972 -0.7866 0.0658
H 3.5944 -2.0115 1.2205 0.1069
H -0.4349 5.4384 -2.8230 0.0292
```

Summary:
charge: 0
LUMO energy: -1.23 eV
HOMO-LUMO gap: 3.1 eV
HOMO level: -4.33 eV